1.
A 8-piece molecular cluster, C33H70NO15S8 overall in a non-equilibrium geometry, computed with ωB97M-V/def2-TZVPD.

```
! RIJCOSX wB97M-V def2-TZVPD def2/J DEFGRID3
* xyz 1 1
C -1.54 -2.49 0.95
C -0.90 -1.83 -0.31
O -0.14 -0.64 0.04
N -0.66 0.51 -0.56
C -1.73 1.10 0.33
S -3.38 1.15 -0.45
C -4.55 0.11 0.52
C -5.18 -0.92 -0.49
H -2.28 -1.76 1.33
H -0.79 -2.75 1.69
H -2.11 -3.35 0.58
H -0.18 -2.52 -0.77
H -1.70 -1.65 -1.04
H 0.12 1.18 -0.60
H -0.97 0.35 -1.52
H -1.78 0.47 1.22
H -1.43 2.13 0.54
H -4.07 -0.38 1.38
H -5.36 0.73 0.92
H -4.37 -1.19 -1.18
H -5.58 -1.81 0.02
H -5.93 -0.37 -1.06
C 3.62 2.56 -2.28
C 3.65 2.96 -3.76
C 2.19 3.09 -4.23
S 1.25 3.55 -2.78
O 0.33 2.46 -2.47
O 0.78 4.91 -2.90
C 2.61 3.49 -1.62
H 4.60 2.64 -1.82
H 3.29 1.52 -2.19
H 4.16 3.92 -3.87
H 4.18 2.23 -4.36
H 2.07 3.87 -4.98
H 1.80 2.15 -4.60
H 2.25 3.13 -0.66
H 3.00 4.50 -1.52
C 2.58 3.35 3.83
C 3.39 4.65 3.93
C 4.71 4.42 3.18
S 4.37 3.20 1.92
O 5.10 2.00 2.21
O 4.43 3.82 0.61
C 2.66 2.93 2.36
H 1.54 3.49 4.15
H 3.02 2.58 4.46
H 2.84 5.46 3.46
H 3.57 4.93 4.97
H 5.07 5.33 2.71
H 5.48 4.01 3.84
H 2.39 1.89 2.20
H 2.04 3.58 1.74
C -2.90 -1.01 4.85
C -3.53 -0.15 5.96
C -2.38 0.49 6.75
S -1.00 0.64 5.61
O 0.06 -0.23 6.06
O -0.78 2.03 5.30
C -1.81 -0.14 4.22
H -3.64 -1.32 4.12
H -2.45 -1.90 5.29
H -4.14 0.64 5.50
H -4.17 -0.73 6.61
H -2.64 1.48 7.12
H -2.06 -0.14 7.58
H -1.09 -0.71 3.65
H -2.25 0.65 3.61
C -8.40 -4.12 -3.06
C -9.32 -5.05 -2.27
C -9.14 -4.72 -0.79
S -8.67 -2.99 -0.72
O -7.33 -2.90 -0.20
O -9.75 -2.22 -0.15
C -8.62 -2.73 -2.48
H -8.62 -4.14 -4.13
H -7.36 -4.42 -2.92
H -10.36 -4.88 -2.57
H -9.09 -6.10 -2.47
H -10.07 -4.86 -0.22
H -8.34 -5.30 -0.33
H -7.83 -2.02 -2.73
H -9.59 -2.32 -2.78
C -2.33 2.01 -6.56
C -1.83 2.10 -5.11
C -3.06 1.96 -4.20
S -4.25 0.98 -5.11
O -5.40 1.80 -5.40
O -4.38 -0.31 -4.48
C -3.28 0.82 -6.60
H -1.50 1.89 -7.26
H -2.86 2.92 -6.82
H -1.13 1.29 -4.91
H -1.31 3.04 -4.92
H -2.82 1.46 -3.27
H -3.51 2.93 -3.99
H -3.94 0.82 -7.46
H -2.73 -0.12 -6.54
C 4.45 -3.05 1.57
C 3.15 -2.37 1.99
C 2.09 -2.75 0.95
S 2.57 -4.35 0.31
O 2.89 -4.20 -1.09
O 1.62 -5.35 0.77
C 4.08 -4.50 1.25
H 5.20 -3.00 2.37
H 4.86 -2.56 0.70
H 2.85 -2.72 2.98
H 3.27 -1.28 2.05
H 1.10 -2.83 1.40
H 2.07 -2.05 0.12
H 4.83 -5.01 0.65
H 3.86 -5.06 2.15
C 8.89 0.29 1.53
C 9.46 -0.69 0.50
C 8.28 -1.30 -0.26
S 6.97 -0.08 -0.21
O 5.87 -0.60 0.57
O 6.77 0.47 -1.53
C 7.85 1.11 0.79
H 9.67 0.92 1.97
H 8.41 -0.27 2.34
H 10.10 -0.15 -0.20
H 10.07 -1.47 0.96
H 8.52 -1.51 -1.30
H 7.91 -2.20 0.23
H 7.15 1.63 1.45
H 8.32 1.83 0.11
*
```

The LUMO energy comes out at -2.251 eV. The gap between HOMO and LUMO comes out at 9.765 eV. Its total energy is -154230.802 eV. For the HOMO energy, the calculation gives -12.02 eV.

These are the Mulliken partial charges, in e, on atoms 1 to 99:
1. C -0.440
2. C -0.456
3. O -0.201
4. N 0.559
5. C 0.233
6. S -0.035
7. C 0.099
8. C -1.038
9. H -0.173
10. H 0.230
11. H 0.384
12. H 0.337
13. H 0.345
14. H -0.158
15. H 0.432
16. H -0.533
17. H 0.373
18. H -0.310
19. H 0.539
20. H 0.162
21. H 0.419
22. H 0.394
23. C -0.347
24. C -0.910
25. C -0.676
26. S 1.100
27. O -0.446
28. O -0.707
29. C 0.023
30. H 0.317
31. H 0.183
32. H 0.331
33. H 0.404
34. H 0.444
35. H 0.349
36. H -0.470
37. H 0.393
38. C -0.496
39. C -0.739
40. C -0.764
41. S 1.399
42. O -0.741
43. O -0.727
44. C -0.627
45. H 0.288
46. H 0.317
47. H 0.306
48. H 0.370
49. H 0.425
50. H 0.331
51. H 0.321
52. H 0.278
53. C -0.736
54. C -0.689
55. C -0.737
56. S 1.254
57. O -0.689
58. O -0.680
59. C -0.105
60. H 0.322
61. H 0.359
62. H 0.292
63. H 0.378
64. H 0.374
65. H 0.364
66. H 0.161
67. H 0.063
68. C -0.585
69. C -0.621
70. C -0.653
71. S 1.119
72. O -0.631
73. O -0.701
74. C -0.615
75. H 0.358
76. H 0.288
77. H 0.305
78. H 0.330
79. H 0.328
80. H 0.356
81. H 0.319
82. H 0.354
83. C -0.865
84. C -0.326
85. C 0.295
86. S 1.138
87. O -0.671
88. O -0.644
89. C -0.757
90. H 0.382
91. H 0.353
92. H 0.203
93. H 0.228
94. H -0.646
95. H 0.464
96. H 0.447
97. H 0.346
98. C -0.230
99. C -0.825

=====

2.
A 2-piece molecular cluster, BH4NO overall in a non-equilibrium geometry, computed with ωB97M-V/def2-TZVPD.

```
! RIJCOSX wB97M-V def2-TZVPD def2/J DEFGRID3
* xyz 0 1
B -0.34 -0.08 0.06
N 0.94 -0.59 -0.02
O -1.57 -0.50 0.03
H 0.17 2.69 0.00
H 1.78 -0.13 -0.30
H 1.34 -1.41 0.41
H -2.32 0.02 -0.18
*
```

The LUMO energy (alpha / beta) comes out at 0.211 / 0.194 eV. The gap between HOMO and LUMO (alpha / beta) comes out at 7.070 / 8.849 eV. Its total energy is -4276.320 eV. For the HOMO energy (alpha / beta), the calculation gives -6.86 / -8.65 eV.

Per-atom Mulliken charges, elementary charge units:
1. B -0.200
2. N -0.101
3. O -0.410
4. H -0.130
5. H 0.265
6. H 0.227
7. H 0.349

=====

3.
C18H41IN5O5P as an isolated structure in a non-equilibrium geometry, computed with ωB97M-V/def2-TZVPD.

```
! RIJCOSX wB97M-V def2-TZVPD def2/J DEFGRID3
* xyz 0 1
C 0.95 1.36 3.33
C 1.63 2.42 2.50
O 1.11 2.34 1.11
P 2.00 1.76 -0.04
O 2.83 0.60 0.29
C 0.82 1.41 -1.37
C -0.32 0.42 -1.01
C -1.57 1.18 -0.62
N -2.83 0.36 -0.58
C -2.68 -0.91 0.04
N -2.56 -1.98 -0.73
N -2.68 -1.10 1.37
C -1.35 -1.54 1.93
C -0.94 -2.98 1.59
C 0.11 -3.17 0.50
C 1.55 -2.90 0.95
C 2.52 -3.40 -0.12
C 2.58 -2.48 -1.34
O 1.93 -3.13 -2.44
C 1.57 -2.25 -3.48
C -3.37 -0.05 2.15
O -3.47 1.20 1.51
C -3.89 1.04 0.17
N -5.01 0.09 0.11
C -4.26 2.41 -0.43
N -4.29 2.45 -1.88
O 2.82 2.98 -0.62
C 3.79 2.65 -1.63
C 5.21 2.55 -1.08
H -0.14 1.45 3.25
H 1.22 1.50 4.37
H 1.29 0.38 3.01
H 2.77 2.40 2.60
H 1.33 3.38 2.89
H 0.38 2.38 -1.62
H 1.37 1.03 -2.22
H -0.50 -0.26 -1.84
H 0.03 -0.15 -0.14
H -1.37 1.69 0.32
H -1.74 1.94 -1.37
H -1.95 -1.94 -1.54
H -3.09 -2.81 -0.55
H -1.46 -1.51 3.01
H -0.58 -0.83 1.69
H -1.84 -3.55 1.37
H -0.52 -3.41 2.51
H -0.08 -2.58 -0.40
H 0.06 -4.21 0.18
H 1.68 -1.82 1.07
H 1.74 -3.40 1.90
H 3.51 -3.53 0.30
H 2.15 -4.35 -0.50
H 2.07 -1.53 -1.15
H 3.61 -2.28 -1.62
H 1.84 -2.69 -4.44
H 0.49 -2.08 -3.49
H 2.10 -1.29 -3.41
H -4.36 -0.40 2.41
H -2.83 0.11 3.07
H -5.86 0.55 0.42
H -5.16 -0.16 -0.86
H -3.57 3.16 -0.06
H -5.28 2.61 -0.09
H -3.43 2.81 -2.27
H -4.50 1.55 -2.29
H 3.54 1.73 -2.17
H 3.74 3.45 -2.37
H 5.77 3.45 -1.31
H 5.72 1.72 -1.55
H 5.21 2.39 0.00
I 4.43 3.77 2.72
*
```

The LUMO energy comes out at -2.027 eV. The gap between HOMO and LUMO comes out at 3.359 eV. Its total energy is -54407.604 eV. For the HOMO energy, the calculation gives -5.39 eV.

Per-atom Mulliken charges, elementary charge units:
1. C -0.836
2. C -0.314
3. O -0.373
4. P 1.184
5. O -0.790
6. C -1.207
7. C 0.485
8. C -0.871
9. N 0.403
10. C -0.559
11. N -0.035
12. N 0.135
13. C 0.124
14. C -1.766
15. C -0.133
16. C -0.317
17. C -1.268
18. C 0.310
19. O -0.440
20. C -0.555
21. C -0.494
22. O -0.488
23. C 0.305
24. N -0.352
25. C -1.116
26. N -0.615
27. O -0.395
28. C -0.124
29. C -1.026
30. H 0.055
31. H 0.481
32. H 0.144
33. H -0.064
34. H 0.551
35. H 0.727
36. H 0.361
37. H 0.222
38. H -0.403
39. H 0.584
40. H 0.286
41. H 0.207
42. H 0.334
43. H 0.480
44. H -0.060
45. H 0.459
46. H 0.709
47. H -0.117
48. H 0.572
49. H 0.040
50. H 0.514
51. H 0.391
52. H 0.449
53. H -0.372
54. H 0.503
55. H 0.325
56. H 0.132
57. H 0.220
58. H 0.282
59. H 0.544
60. H 0.339
61. H 0.288
62. H 0.365
63. H 0.465
64. H 0.349
65. H 0.251
66. H 0.028
67. H 0.449
68. H 0.295
69. H 0.294
70. H 0.192
71. I -0.743